Record 1
C6H5I3O | ωB97M-V/def2-TZVPD

Structure (XYZ):
```
15
Properties=species:S:1:pos:R:3:forces:R:3
C 0.0185 -1.0709 0.9226 1.9227 -0.9535 -2.5614
C -0.7354 -0.6538 1.8984 -0.3667 -0.8906 3.0241
C 0.1046 -0.4066 -0.2906 -0.9347 2.3286 0.6964
C -0.2915 2.1760 -0.0935 1.7201 2.3577 -0.8808
C -0.7882 0.8256 -0.4358 -3.2241 -1.0482 0.1313
C 0.8357 -0.8243 -1.4534 0.7516 0.8930 -2.4523
O 0.0050 3.0951 -0.8329 -0.9862 -2.5236 2.1616
I 1.4119 -2.8793 1.0917 -0.9300 1.0237 -0.0052
I -0.5413 -1.2697 3.8222 -0.5991 0.2990 0.2030
I -0.0243 2.2598 2.1051 0.1019 0.7308 -0.3812
H -1.1642 0.9535 -1.4694 0.3344 -0.4188 0.2367
H -1.7639 0.6335 0.2256 1.9834 0.6143 -1.2994
H 0.8256 -0.2162 -2.4100 -0.0622 0.4480 1.6153
H 0.2319 -1.6015 -1.8391 0.1396 -2.0835 -0.3971
H 1.8756 -1.0211 -1.2411 0.1493 -0.7771 -0.0911
```
Forces are in eV/Å.

spin multiplicity: 3
E: -1199.7737 a.u.
frontier orbital gap (spin up / spin down): 7.40 / 6.97 eV
molecular weight: 473.8 g mol⁻¹

=====

Record 2
AgCl | ωB97M-V/def2-TZVPD

Structure (XYZ):
```
2
Properties=species:S:1:pos:R:3:forces:R:3
Ag 0.5065 1.7913 0.6394 -0.3252 -1.1485 -0.4102
Cl -0.5065 -1.7913 -0.6394 0.3252 1.1485 0.4102
```
Forces are in eV/Å.

E: -607.0487 a.u.
frontier orbital gap: 4.66 eV
molecular weight: 143.3 g mol⁻¹

=====

Record 3
C3H5N3O | ωB97M-V/def2-TZVPD

Structure (XYZ):
```
12
Properties=species:S:1:pos:R:3:forces:R:3
C 1.1875 1.4105 -0.9640 0.0516 0.1333 0.0104
N 0.6693 0.2485 -0.2861 -0.3432 -0.3273 0.2418
C -0.8798 -1.0676 0.8032 0.2593 0.1572 -0.1358
C -0.5069 0.1864 0.2333 0.3553 -0.3995 -0.2852
O -1.9865 -1.3274 1.5549 -0.1266 -0.2122 -0.1584
N 1.1903 -1.7739 0.1757 -0.9412 0.3626 0.0225
N 0.1340 -1.9239 0.6619 0.6521 0.2307 0.1016
H -2.5924 -1.8882 1.0537 0.0083 0.1247 0.0799
H -1.2406 0.9897 0.2076 0.1180 0.0495 0.0904
H 1.5245 1.1275 -1.9645 -0.0138 0.0438 0.0954
H 0.4498 2.2180 -1.0588 0.0324 -0.1172 0.0216
H 2.0508 1.8004 -0.4169 -0.0523 -0.0455 -0.0843
```
Forces are in eV/Å.

E: -356.7169 a.u.
frontier orbital gap: 8.47 eV
molecular weight: 99.1 g mol⁻¹

=====

Record 4
C6H9N | ωB97M-V/def2-TZVPD

Structure (XYZ):
```
16
Properties=species:S:1:pos:R:3:forces:R:3
C 2.4217 0.5081 2.3087 0.1351 0.1265 0.1956
C 1.7349 0.7486 1.0429 -0.1971 -0.4146 -0.4239
C 1.1298 0.4685 0.0389 0.2127 0.8897 0.4179
C 0.2779 -0.3709 -0.7953 0.2762 -0.4535 0.0947
C -1.2215 -0.1102 -0.6433 0.2202 -0.0521 0.1915
C -2.1212 0.2113 -1.7894 0.0832 0.2109 -0.1358
N -2.1023 -1.1244 -1.2074 -0.1450 -0.2319 0.1167
H 1.9442 1.0308 3.1386 0.0871 0.0388 -0.0284
H 3.4723 0.7943 2.2695 -0.0130 0.0572 0.0539
H 2.3682 -0.5713 2.5098 0.0777 0.2528 0.0470
H 0.6977 -1.2761 -0.3074 -1.4137 -0.5342 -0.5271
H 0.5388 -0.5028 -1.8462 0.1169 0.4840 -0.0194
H -1.5133 0.3481 0.3045 0.1521 -0.2239 -0.1542
H -1.7257 0.2799 -2.8015 0.0251 -0.0481 0.2042
H -2.9913 0.8466 -1.6101 0.2973 -0.1181 0.0551
H -2.9101 -1.2803 -0.6123 0.0853 0.0164 -0.0879
```
Forces are in eV/Å.

structure (SMILES): CC#CC[C@H]1CN1
E: -288.6482 a.u.
frontier orbital gap: 10.15 eV
molecular weight: 95.1 g mol⁻¹

=====

Record 5
C42H107N5O14 | ωB97M-V/def2-TZVPD

Structure (XYZ):
```
168
Properties=species:S:1:pos:R:3:forces:R:3
C -0.4894 6.6715 -3.1527 1.4484 0.3464 0.3099
O 0.1618 6.1673 -1.9925 -1.5131 0.0946 0.3662
C 1.4392 5.6640 -2.1761 0.4627 -2.1833 0.2929
C 1.6151 4.5393 -1.0358 0.5442 2.2934 -0.0123
N 1.8460 5.1573 0.2683 0.1264 -0.1704 1.0397
C 1.6358 4.2229 1.4158 0.2786 0.7771 -0.5729
C 1.7653 4.8427 2.8199 0.7092 -0.0092 -0.9879
O 0.8236 5.8869 2.9319 -0.7090 -0.1179 1.1534
C 0.0844 5.9339 4.1669 0.0780 0.2247 -0.5075
H -0.3399 5.9480 -3.9541 -0.3738 0.0873 -0.2867
H 0.0353 7.5998 -3.3787 -0.0835 0.2275 -0.6335
H -1.5333 6.9381 -2.9870 0.0917 -0.4964 0.3308
H 2.1724 6.4449 -2.3778 0.4392 0.3800 1.2775
H 1.5914 5.1276 -3.1127 -0.8027 -0.5534 -0.4698
H 2.4737 3.8901 -1.2074 -0.0945 -0.1370 -0.4706
H 0.6834 3.9737 -1.0174 -0.1275 -0.2193 -0.4141
H 1.3724 6.0450 0.3563 -0.3811 -0.2137 0.2010
H 2.3902 3.4568 1.2370 0.0515 -0.2687 0.4630
H 0.6615 3.7341 1.4144 -0.3850 -0.0880 -0.3595
H 2.7708 5.2365 2.9683 0.1876 0.3098 -0.1291
H 1.6769 4.0739 3.5875 -0.5163 -0.1885 -0.0133
H -0.6840 5.1678 4.2704 -0.0976 -0.3015 -0.5169
H -0.4183 6.9009 4.1749 0.1085 -0.0311 0.0711
H 0.6805 5.8243 5.0729 0.5379 0.2357 -0.1295
C -6.8659 -10.3593 0.4358 0.1074 -0.4649 1.2047
O -7.1382 -8.9653 0.4389 0.4478 -1.3974 -1.2403
C -8.4164 -8.6710 0.8900 -1.1792 1.0030 0.8339
C -8.5791 -7.1575 0.7588 -1.0316 -0.6048 0.6824
N -8.2400 -6.7446 -0.6061 0.2753 0.6676 1.8465
C -7.9332 -5.2969 -0.4880 -0.6876 -0.2837 -0.1260
C -7.5337 -4.6678 -1.8042 -0.2194 0.0814 0.0061
O -8.4348 -5.0518 -2.8447 1.0127 0.7278 -0.9726
C -8.0786 -4.3743 -4.0814 -0.6322 -0.1589 0.5253
H -7.4365 -11.0576 -0.1766 -0.4243 0.7875 -0.9416
H -7.1333 -10.7387 1.4220 0.3704 -0.0523 0.5180
H -5.8103 -10.5641 0.2575 -0.0517 0.4301 -0.0169
H -8.5167 -8.9919 1.9269 0.1174 0.1752 0.4897
H -9.2785 -9.1498 0.4256 0.3825 -0.4387 -0.9565
H -7.9677 -6.7058 1.5399 0.6510 0.2850 -0.0341
H -9.5804 -6.8438 1.0536 -0.3433 -0.2017 -0.2699
H -7.3705 -7.2581 -0.5831 0.7444 0.2156 -1.4576
H -7.2107 -5.1236 0.3095 0.8083 0.0695 -0.2497
H -8.7836 -4.7797 -0.0438 -0.6040 -0.1527 -0.4668
H -6.4905 -4.9228 -1.9904 0.1486 -0.4380 -0.6023
H -7.5252 -3.5804 -1.7304 -0.1466 0.2761 0.2425
H -8.7401 -4.6645 -4.8977 -0.0797 -0.5980 0.3061
H -7.0504 -4.5529 -4.3960 0.1419 -0.1798 0.2106
H -8.2425 -3.2981 -4.0251 0.1940 0.2553 0.4726
C -4.3978 8.4224 14.5861 -0.5686 -0.3249 -0.6509
O -4.9640 7.5645 13.5796 1.0396 0.0714 0.2274
C -3.9839 6.9373 12.7643 -0.2643 -1.0461 -1.1411
C -4.3960 5.4761 12.4431 -0.2052 0.3539 0.9261
N -5.7467 5.2731 11.8761 -0.0223 -0.9832 -0.0603
C -6.0963 3.8292 11.8717 -0.4991 -0.5387 -0.1780
C -7.6359 3.4806 11.8080 0.9579 0.8988 -0.1212
O -8.2143 3.8228 13.0661 0.7040 -0.3153 -0.0788
C -9.5072 3.3340 13.3133 -0.2723 0.6790 -0.1771
H -3.7736 7.8676 15.2866 0.0361 -0.1416 0.0315
H -5.2456 8.8594 15.1138 0.1324 0.0086 0.0065
H -3.8034 9.2125 14.1274 0.0471 0.1275 -0.0232
H -2.9646 6.9070 13.1492 -0.0863 -0.1453 1.0220
H -3.7658 7.4434 11.8238 -0.8282 0.6104 -0.2895
H -4.2832 4.9338 13.3819 -0.2920 -0.1938 0.5027
H -3.6118 5.0089 11.8474 -0.1879 0.2037 -0.6561
H -6.4535 5.6336 12.5012 0.2233 0.7689 0.2839
H -5.7020 3.3176 12.7497 -0.1865 0.0992 0.6945
H -5.5488 3.2816 11.1045 -0.2404 0.3071 -0.6706
H -7.7876 2.4515 11.4824 0.2600 -0.5663 0.7456
H -8.1594 3.9959 11.0027 0.0919 0.7255 -0.0792
H -9.5522 2.2467 13.3749 0.0196 -0.1110 -0.1127
H -10.1991 3.7285 12.5692 -0.1872 -0.3207 -0.4099
H -9.8691 3.7746 14.2423 0.3326 -0.1732 0.2058
C 0.5797 -3.7610 -1.1905 -1.2436 0.4935 -0.6502
O 1.8069 -4.2956 -1.5733 0.7981 -0.1541 -0.2404
C 2.5388 -3.4634 -2.4895 0.7428 -0.7565 0.0489
C 3.6035 -4.3116 -3.2274 -0.7186 -1.1503 -0.3625
N 2.9867 -5.5071 -3.8478 -1.2107 2.2044 0.8213
C 3.8646 -6.4015 -4.5196 -0.2373 -0.5138 0.5183
C 4.3882 -7.4228 -3.4973 -1.0847 -0.4007 -0.9919
O 3.1971 -8.0092 -2.8977 1.0207 -0.3344 0.7649
C 3.5830 -8.9758 -1.9048 0.5406 0.4751 -0.0257
H 0.1142 -4.1858 -0.3011 0.9161 -0.1822 0.3977
H -0.1899 -3.9727 -1.9328 -0.0302 0.0317 -0.5657
H 0.6089 -2.6745 -1.1090 0.1369 0.1552 0.3191
H 3.0607 -2.6983 -1.9147 0.0150 0.2479 0.0798
H 1.9023 -2.9631 -3.2194 -0.3332 -0.2143 -0.0280
H 4.3793 -4.6772 -2.5546 0.2908 0.5165 0.4797
H 4.0767 -3.7612 -4.0406 -0.0029 0.4335 0.2089
H 2.5211 -5.9671 -3.0785 -0.3090 -0.3606 -0.2236
H 4.6239 -5.8093 -5.0304 0.3451 -0.3271 0.0364
H 3.2590 -6.9111 -5.2691 0.2716 -0.2961 -0.1828
H 5.0140 -6.9139 -2.7642 0.0741 -0.2633 0.2716
H 4.8957 -8.2361 -4.0159 0.5392 0.0141 0.1518
H 4.0665 -9.8504 -2.3400 -0.2235 -0.1901 -0.3424
H 2.7805 -9.2926 -1.2386 -0.4337 0.2190 -0.5744
H 4.3410 -8.5640 -1.2385 0.1322 0.3521 0.0972
C -1.4296 -3.6494 11.0153 -0.0817 -0.3956 -1.2345
O -1.1190 -2.3714 11.4602 -0.2736 1.1516 1.9967
C -0.9424 -2.3108 12.8959 0.2666 0.7229 0.3342
C -0.9853 -0.8430 13.4510 0.0342 -0.9181 -1.5315
N -0.1094 0.0757 12.7388 -1.3965 -0.0109 0.2390
C 1.2812 -0.0444 13.0678 -0.4509 1.0860 -0.1451
C 2.0136 1.1286 12.4255 1.2391 -0.6251 -1.2274
O 2.2149 0.9208 10.9999 -0.8336 0.6393 0.2912
C 3.5114 0.6662 10.5645 0.3238 -1.2198 0.1023
H -0.5074 -4.1619 10.7412 0.0233 -0.4837 0.2457
H -2.0055 -3.5474 10.0955 0.0419 0.1315 -0.1672
H -2.0708 -4.2509 11.6596 0.2409 0.0701 0.4993
H 0.0029 -2.7703 13.1848 0.1660 -0.3003 -0.1497
H -1.7531 -2.8212 13.4159 -0.0994 -0.3994 -0.1585
H -0.7277 -0.8013 14.5093 -0.0886 -0.3273 0.0509
H -2.0367 -0.5812 13.3325 0.0429 0.6146 0.0506
H -0.2671 -0.0484 11.7489 0.1491 0.0819 -0.2032
H 1.6700 -1.0261 12.7973 0.6488 0.0007 -0.1339
H 1.3709 0.0885 14.1459 0.0732 -0.1383 0.1888
H 2.9779 1.2262 12.9243 0.2739 0.1507 -0.0803
H 1.5070 2.0935 12.4481 -0.3982 -0.3217 0.6326
H 3.5463 0.5428 9.4820 -0.3790 0.3853 -0.0673
H 3.7853 -0.3217 10.9348 0.5813 -0.1505 0.2578
H 4.2700 1.3938 10.8531 -0.1085 0.2600 0.2050
C 0.7740 -7.7403 3.4361 -0.8363 0.5785 -0.4984
C -0.2513 -7.2120 4.4256 -1.3696 -1.4499 0.2357
C -1.7463 -7.4157 3.9745 1.6487 0.6525 -0.2124
O -0.1203 -8.0011 5.5974 0.0805 0.1725 0.9438
H 1.7929 -7.5903 3.7930 -0.0322 0.0314 -0.0717
H 0.6015 -7.2091 2.5000 0.4547 -0.0213 -0.2604
H 0.5872 -8.7997 3.2606 0.0830 -0.0030 0.0882
H -0.0991 -6.1607 4.6699 0.0478 0.1795 -0.1474
H -2.0084 -8.4618 3.8158 0.3315 -0.0130 -0.1142
H -1.7643 -6.8557 3.0395 -0.7431 -0.1137 -0.1671
H -2.4589 -7.0147 4.6952 0.2272 0.1962 -0.0200
H 0.6284 -7.6480 6.0835 0.1079 -0.2057 0.2163
C -4.1993 5.0492 0.7899 -0.4873 0.1638 0.8129
C -5.4883 5.7884 1.2252 1.8618 -1.2128 -1.4895
C -6.1746 6.2509 -0.0206 -1.2859 0.9675 0.0859
O -6.2718 4.8936 1.9843 -0.3441 0.4616 0.6175
H -3.6084 4.8455 1.6829 0.4719 0.3091 -0.1345
H -3.7051 5.6710 0.0434 0.4571 -0.3086 0.1630
H -4.4260 4.0530 0.4101 -0.2676 0.1778 -0.3929
H -5.1812 6.6506 1.8172 -0.1807 0.1576 0.1110
H -7.0693 6.7878 0.2946 -0.2217 0.1631 -0.1815
H -6.5227 5.4809 -0.7091 0.3549 -0.3008 0.1828
H -5.5553 6.9697 -0.5572 0.0736 -0.1066 -0.0542
H -6.2042 5.2689 2.8653 -0.4150 -0.4888 0.2941
C -3.9323 0.0724 4.9115 0.0909 -0.8405 -0.3860
C -5.0250 -0.8084 4.2416 -1.0539 0.7274 1.9483
C -6.2687 -0.8258 5.2028 0.6186 -0.6819 -0.5343
O -5.4460 -0.3359 2.9796 0.5182 -0.1005 -0.2242
H -2.9649 -0.0400 4.4220 -0.0941 0.3392 -0.3852
H -3.7191 -0.2340 5.9356 -0.3824 -0.1726 0.1179
H -4.2462 1.1152 4.9588 0.0386 0.0670 -0.2045
H -4.6952 -1.8402 4.1206 0.1626 0.1117 -0.1990
H -6.6246 0.1778 5.4354 0.1044 0.0749 -0.0178
H -6.0275 -1.3552 6.1246 0.1106 0.1848 0.1690
H -7.0826 -1.3918 4.7497 -0.0299 0.1219 -0.1800
H -5.6206 0.6030 3.0775 -0.0855 0.1813 -0.1186
C -12.1441 2.9019 0.3651 -0.6891 0.8757 0.5492
C -11.5381 1.4944 0.3604 0.0152 2.5800 -2.0245
C -11.7893 0.7661 1.6449 -0.1137 -1.1611 0.0043
O -11.9422 0.8364 -0.9013 0.0043 -0.6914 1.7819
H -11.7424 3.5768 -0.3907 0.2011 -0.3382 -0.3786
H -11.9474 3.4484 1.2875 0.3290 -0.2581 0.3178
H -13.2278 2.9851 0.2827 -0.2076 -0.5873 -0.1715
H -10.4994 1.7855 0.2041 0.5391 -0.8801 0.4653
H -11.3641 -0.2366 1.6017 -0.2689 -0.2073 -0.1322
H -12.8488 0.7132 1.8957 -0.1113 -0.1763 -0.2695
H -11.3187 1.1919 2.5311 0.2354 0.5961 -0.3921
H -12.0397 1.4922 -1.5955 0.0743 0.2495 0.2503
```
Forces are in eV/Å.

structure (SMILES): COCCNCCOC.COCCNCCOC.COCCNCCOC.COCCNCCOC.COCCNCCOC.CC(C)O.CC(C)O.CC(C)O.CC(C)O
E: -2991.1440 a.u.
frontier orbital gap: 8.62 eV
molecular weight: 906.3 g mol⁻¹

=====

Record 6
C17H32GeNO3Tc | ωB97M-V/def2-TZVPD

Structure (XYZ):
```
55
Properties=species:S:1:pos:R:3:forces:R:3
Tc -0.3358 0.9035 1.2723 -0.2997 0.1116 0.0176
C 8.3537 -0.8620 1.5581 0.0735 -0.0307 0.0499
C 8.2382 -0.8656 0.1065 0.0246 -0.0163 -0.0730
C 8.0999 -2.1207 -0.6242 0.0843 0.0092 0.0184
C 8.3963 0.3777 -0.6368 0.0987 0.0321 -0.0216
O 1.1743 0.3991 0.3228 0.4163 -0.3545 -0.1521
Ge 0.2498 -0.4862 -1.0398 -0.0772 0.5109 -0.0215
O -0.7600 -0.0440 2.5358 -0.0934 -0.0785 0.4031
C -3.9897 -3.5163 7.7606 -0.0185 -0.0239 0.0084
C -4.0379 -4.7297 6.9552 -0.0413 -0.0642 0.0287
C -5.1457 -2.6306 7.8031 -0.0643 0.0040 0.0608
C -2.8399 -3.2552 8.6131 0.0077 -0.0333 0.0962
O -1.1869 0.4729 -0.3304 0.0060 -0.2442 -0.0840
C -4.2523 0.6260 -9.8418 0.0023 -0.0306 0.0401
C -3.0006 -0.0974 -9.6746 0.3217 -0.2036 -0.3061
C -4.2312 2.0096 -10.3025 0.0183 0.0118 -0.0424
C -5.5217 -0.0759 -9.7069 -0.0056 -0.0392 -0.0407
H 9.4248 -1.0707 1.7440 -0.0078 -0.0035 -0.0024
H 7.8153 -1.6777 2.0370 -0.0081 -0.0088 -0.0220
H 8.1464 0.1047 2.0093 -0.0036 -0.0005 0.0017
H 9.1439 -2.4482 -0.7929 -0.0089 0.0017 -0.0038
H 7.6671 -1.9870 -1.6125 -0.0141 -0.0397 -0.0033
H 7.6261 -2.9172 -0.0552 -0.0015 0.0231 0.0328
H 9.4923 0.4756 -0.7622 -0.0103 0.0032 0.0066
H 8.0884 1.2596 -0.0793 -0.0084 -0.0110 0.0147
H 7.9793 0.3413 -1.6397 -0.0043 0.0063 -0.0012
H -4.7744 -4.7011 6.1566 -0.0095 0.0019 0.0088
H -4.3680 -5.5106 7.6665 0.0147 0.0000 -0.0037
H -3.0554 -5.0519 6.6149 0.0037 0.0148 -0.0098
H -5.6018 -2.5142 6.8188 0.0079 0.0035 -0.0063
H -4.9625 -1.6786 8.2921 0.0082 -0.0069 0.0019
H -5.9059 -3.1758 8.3914 -0.0018 -0.0061 -0.0187
H -1.9448 -3.8044 8.3361 -0.0026 -0.0056 -0.0021
H -3.1558 -3.6253 9.6079 -0.0032 0.0181 -0.0030
H -2.6598 -2.1910 8.7605 0.0006 0.0034 -0.0160
H -2.1229 0.5148 -9.4819 -0.1218 0.1650 0.0365
H -2.8345 -0.5064 -10.6931 -0.0229 0.0040 0.0084
H -3.0301 -0.9752 -9.0340 -0.2405 0.0657 0.0855
H -3.3599 2.5600 -9.9516 -0.0076 0.0019 0.0121
H -5.1629 2.5421 -10.1315 -0.0028 -0.0037 0.0071
H -4.1058 1.9319 -11.3986 -0.0059 0.0063 0.0080
H -5.4657 -0.9728 -9.0961 -0.0016 0.0055 0.0110
H -5.7540 -0.4086 -10.7369 -0.0154 0.0178 0.0077
H -6.3428 0.5810 -9.4256 0.0022 0.0020 0.0124
C 0.1045 5.5752 2.4315 -0.0015 0.0097 -0.0012
C 0.0937 5.1770 1.1012 -0.0031 -0.0135 0.0010
C -0.0275 3.8379 0.8084 -0.0101 0.0322 0.0189
N -0.1334 2.9071 1.7797 0.0249 0.1536 -0.1699
C -0.1219 3.2908 3.0739 0.0056 0.0166 0.0018
C -0.0046 4.6161 3.4288 -0.0016 -0.0095 0.0027
H 0.1940 6.6224 2.6880 -0.0002 -0.0007 -0.0001
H 0.1724 5.8941 0.2970 0.0005 0.0010 0.0010
H -0.0498 3.4819 -0.2133 -0.0030 -0.0039 0.0008
H -0.2124 2.5100 3.8164 0.0007 -0.0034 -0.0001
H -0.0019 4.8881 4.4743 -0.0006 -0.0007 0.0005
```
Forces are in eV/Å.

spin multiplicity: 3
E: -3103.7417 a.u.
frontier orbital gap (spin up / spin down): 7.84 / 8.99 eV
molecular weight: 469.1 g mol⁻¹
charge: +4